# 1
DFT (wB97M-V/def2-TZVPD) results for an isolated molecule of C3H4N4O at a distorted geometry.

Output
Net charge ... 0
LUMO energy ... -0.34 eV
Energy above the lowest of the compared OMol25 structures with the same formula, charge and spin ... 5.4900 eV
Kohn-Sham gap ... 0.3605 hartree
SMILES string ... [H]/N=C1\C=NN=CON1
Multiplicity ... 1
HOMO ... -10.147 eV

Geometry (Å):
H 2.004 1.610 -0.960
N 1.081 1.903 -0.654
C 0.489 0.877 -0.236
C 1.111 -0.486 -0.103
N 0.698 -1.694 0.105
N -0.599 -1.985 -0.471
C -1.463 -1.184 0.133
O -1.233 -0.123 1.073
N -0.822 0.989 0.187
H 2.188 -0.451 0.220
H -2.588 -1.428 -0.075
H -0.866 1.971 0.779

---

# 2
DFT (wB97M-V/def2-TZVPD) results for a cluster of 2 separate species, C3H4BrFN4O4 in total at a distorted geometry.

Output
Net charge ... 0
LUMO energy (alpha / beta) ... -1.54 / -1.69 eV
Energy above the lowest of the compared OMol25 structures with the same formula, charge and spin ... 0.0000 eV
Kohn-Sham gap (alpha / beta) ... 0.3072 / 0.3038 hartree
SMILES string ... O=NC1=N[C@H](F)N[C@@H]1[N+](=O)[O-].OBr
Multiplicity ... 1
HOMO (alpha / beta) ... -9.896 / -9.961 eV

Geometry (Å):
O -1.268 -2.454 -1.961
N -0.897 -1.693 -1.121
C -0.584 -0.408 -1.121
N 0.473 0.138 -1.617
C 0.668 1.398 -0.992
F 1.777 1.342 -0.156
N -0.531 1.701 -0.247
C -1.245 0.484 -0.067
N -1.069 -0.134 1.327
O -1.580 -1.205 1.498
O -0.479 0.540 2.123
H 0.906 2.174 -1.733
H -0.355 2.213 0.613
H -2.324 0.590 -0.217
O 1.693 -1.298 1.021
Br 2.423 -2.737 1.807
H 2.393 -0.651 0.845

---

# 3
DFT (wB97M-V/def2-TZVPD) results for a structure of composition C39H42Cl3GeN6O5PtS at a distorted geometry.

Output
Net charge ... +1
LUMO energy ... -3.69 eV
Energy above the lowest of the compared OMol25 structures with the same formula, charge and spin ... 2.0313 eV
Kohn-Sham gap ... 0.2444 hartree
Multiplicity ... 1
HOMO ... -10.338 eV

Geometry (Å):
Pt -1.074 1.055 0.341
Cl 0.321 5.714 5.556
C 0.015 4.313 4.588
C -0.076 4.438 3.215
C -0.301 3.290 2.485
Cl -0.443 3.413 0.728
C -0.441 2.016 3.023
O -0.615 0.925 2.304
C -0.358 1.952 4.424
Cl -0.541 0.405 5.173
C -0.133 3.074 5.196
H 0.014 5.403 2.736
H -0.082 2.983 6.271
O -1.428 -1.950 2.342
C -0.603 -1.658 1.490
O -0.872 -1.052 0.366
C 0.839 -2.068 1.770
C 1.903 -1.472 0.861
Ge 2.142 -2.348 -0.944
C 0.904 -2.039 -2.412
C -0.411 -2.511 -2.376
C -1.239 -2.384 -3.479
C -0.765 -1.789 -4.641
C 0.536 -1.316 -4.692
C 1.365 -1.442 -3.583
C 3.922 -1.767 -1.511
C 4.509 -2.409 -2.604
C 5.772 -2.052 -3.050
C 6.477 -1.042 -2.408
C 5.914 -0.396 -1.318
C 4.647 -0.760 -0.877
C 2.192 -4.237 -0.486
C 3.053 -4.671 0.525
C 3.133 -6.013 0.863
C 2.349 -6.942 0.191
C 1.502 -6.527 -0.825
C 1.424 -5.181 -1.162
H 0.910 -3.157 1.714
H 1.007 -1.794 2.814
H 2.884 -1.616 1.319
H 0.804 0.345 0.240
H -0.796 -2.976 -1.477
H -2.258 -2.748 -3.434
H -1.409 -1.702 -5.507
H 0.912 -0.852 -5.595
H 2.384 -1.077 -3.643
H 3.976 -3.205 -3.113
H 6.211 -2.565 -3.895
H 7.465 -0.765 -2.751
H 6.463 0.384 -0.806
H 4.239 -0.244 -0.015
H 3.685 -3.960 1.049
H 3.808 -6.335 1.646
H 2.401 -7.988 0.460
H 0.902 -7.252 -1.359
H 0.766 -4.874 -1.966
C 0.385 4.628 -2.256
N 0.022 3.234 -2.514
C 1.180 2.370 -2.707
C -1.205 2.744 -2.292
S -1.438 1.032 -1.960
N -2.271 3.536 -2.373
C -2.337 4.719 -3.233
C -3.574 3.132 -1.826
H 1.277 4.628 -1.629
H -0.406 5.140 -1.718
H 0.612 5.166 -3.176
H 1.836 2.834 -3.444
H 0.875 1.392 -3.058
H 1.735 2.260 -1.770
H -1.494 4.747 -3.916
H -2.380 5.643 -2.657
H -3.250 4.641 -3.823
H -3.468 2.585 -0.893
H -4.112 2.512 -2.544
H -4.140 4.042 -1.634
N 1.672 0.015 0.768
C 2.211 0.804 1.577
N 2.686 1.575 2.318
C 3.345 2.272 3.213
N 3.924 2.881 3.998
O -3.294 2.730 2.858
C -3.521 1.692 2.255
O -3.398 1.465 0.998
C -3.999 0.474 3.068
N -3.794 -0.737 2.212
C -4.995 -1.600 2.334
C -6.115 -0.577 2.450
C -5.512 0.492 3.370
H -3.401 0.404 3.973
H -2.882 -1.220 2.371
H -3.734 -0.317 1.264
H -4.899 -2.200 3.239
H -5.070 -2.262 1.474
H -7.031 -1.008 2.848
H -6.332 -0.158 1.465
H -5.684 0.231 4.413
H -5.932 1.481 3.199

---

Question: Among the records above, which one has the highest net charge?
Answer: C39H42Cl3GeN6O5PtS

---

Question: Look up the energy above the lowest of the compared OMol25 structures with the same formula, charge and spin of the first one.
Answer: 5.4900 eV

---

Question: Which formula does entry 2 have?
Answer: C3H4BrFN4O4